{"formula": "C17H20F3N7O", "method": "ωB97M-V/def2-TZVPD", "total_charge": 0, "smiles": "O=C(CN[C@H]1CC[C@H](c2nnn3cnc4[nH]ccc4c23)CC1)NCC(F)(F)F", "relative_energy_ev": 0.000, "lumo_energy_ev": -0.170, "spin_multiplicity": 1, "symbols": ["F", "H", "N", "H", "N", "N", "C", "C", "H", "C", "N", "C", "C", "H", "F", "H", "H", "N", "C", "C", "C", "H", "C", "H", "H", "H", "H", "C", "H", "H", "C", "H", "H", "H", "C", "F", "H", "C", "C", "H", "O", "H", "C", "N", "H", "C", "C", "N"], "coordinates": [[4.285, 1.754, -4.154], [-2.130, -3.178, -1.437], [-0.867, -1.783, -2.257], [0.074, -3.320, -3.273], [0.311, 3.511, 0.749], [-0.309, 2.732, -0.058], [-2.784, -1.208, -0.882], [3.794, 0.492, -4.138], [-0.080, 1.476, 6.576], [-0.491, 1.249, 3.456], [-0.479, 1.267, 5.649], [-1.208, 0.121, 3.932], [-1.681, -2.201, -1.067], [-1.276, -2.619, 1.036], [4.810, -0.096, -3.531], [2.828, 1.194, -2.379], [-0.507, 0.521, -0.954], [1.764, -0.478, -2.668], [-0.997, 0.070, 5.259], [-0.057, 1.972, 4.521], [-0.973, 0.333, 0.023], [1.101, -2.957, -1.916], [2.501, 0.627, -3.230], [0.008, -3.035, 0.120], [-3.532, -1.816, -0.327], [1.033, 4.736, 2.971], [-1.530, -1.616, -3.001], [1.372, -1.617, -3.382], [-2.976, 0.000, 0.990], [-1.228, -0.821, 5.919], [-0.146, -0.845, 0.443], [-3.217, -0.892, -1.888], [-2.969, 0.999, -0.460], [-1.470, -0.783, 3.370], [-0.382, 1.881, 2.090], [3.606, 0.131, -5.416], [0.907, -0.748, -0.026], [0.653, 3.764, 3.133], [-0.659, 1.574, 0.761], [1.788, 1.243, -3.798], [1.635, -1.837, -4.585], [-0.052, -0.825, 1.529], [-0.752, -2.242, 0.205], [0.203, 3.083, 2.050], [1.591, -0.577, -1.658], [-2.532, 0.063, -0.033], [0.448, -2.498, -2.682], [0.571, 3.201, 4.417]]}

***

{"formula": "C17H20FNOSSi", "method": "ωB97M-V/def2-TZVPD", "total_charge": 0, "smiles": "C[Si](C)(C)OCCN1c2ccccc2Sc2cc(F)ccc21", "relative_energy_ev": 0.000, "lumo_energy_ev": 0.738, "spin_multiplicity": 1, "symbols": ["C", "H", "C", "C", "C", "C", "H", "C", "C", "H", "H", "H", "C", "H", "H", "H", "C", "C", "H", "H", "H", "Si", "C", "H", "C", "F", "H", "S", "H", "C", "H", "H", "C", "H", "C", "C", "N", "H", "C", "H", "O", "H"], "coordinates": [[0.919, 1.214, -1.420], [1.164, -0.012, -4.542], [2.016, 2.106, 1.106], [1.355, 0.660, -3.710], [2.402, 2.554, -2.777], [1.118, 0.123, 1.965], [-4.051, -3.336, 0.013], [-1.022, 1.582, -0.026], [0.728, 0.408, -2.516], [-0.733, -2.706, 2.671], [-2.624, 0.230, -0.728], [-4.507, -1.770, 0.766], [-1.540, -2.333, -1.161], [0.074, -0.452, -2.436], [-0.002, -3.244, 1.147], [-2.031, -1.697, -1.902], [1.136, 1.058, 0.956], [1.767, 2.291, -1.597], [-3.915, -3.161, 1.777], [-2.987, 1.191, 0.695], [-1.790, -3.377, -1.382], [-2.054, -2.008, 0.624], [-3.838, -2.634, 0.824], [3.089, 3.387, -2.897], [-2.198, 0.593, 0.216], [2.838, 1.935, -5.005], [-1.053, 2.298, 0.801], [2.007, 3.348, -0.181], [0.448, -0.725, 1.955], [2.203, 1.719, -3.842], [-1.298, 2.120, -0.941], [-0.450, -2.247, -1.210], [2.868, 2.235, 2.172], [3.551, 3.079, 2.195], [1.962, 0.241, 3.037], [-0.952, -3.126, 1.686], [0.277, 0.906, -0.180], [3.538, 1.338, 3.996], [2.858, 1.275, 3.155], [1.969, -0.510, 3.821], [-1.852, -0.429, 1.142], [-1.390, -4.127, 1.733]]}

***

{"formula": "C17H20FeNO4", "method": "ωB97M-V/def2-TZVPD", "total_charge": 1, "s_squared": 6.076, "relative_energy_ev": 0.858, "lumo_energy_ev": [-3.373, -6.265], "spin_multiplicity": 5, "symbols": ["H", "H", "C", "H", "C", "C", "C", "N", "H", "C", "H", "C", "H", "H", "Fe", "C", "C", "H", "C", "C", "H", "H", "H", "C", "O", "H", "C", "H", "H", "H", "C", "C", "C", "C", "O", "O", "H", "H", "H", "O", "C", "H", "H"], "coordinates": [[-1.363, -0.720, 2.972], [2.125, 1.788, 3.121], [1.111, -0.461, 2.117], [5.513, -1.472, 2.310], [3.373, -1.233, 2.303], [-0.372, -1.097, -1.655], [-1.515, -0.354, -3.776], [2.408, -0.129, 2.324], [4.273, 1.504, 3.927], [-4.193, 0.264, -4.450], [4.803, -0.868, 3.868], [-2.095, 0.543, -1.144], [3.452, -1.637, 1.279], [-1.443, 1.031, 3.295], [-3.362, -0.003, -2.970], [-1.059, -0.340, -0.707], [2.774, 1.279, 2.394], [4.609, 2.426, 2.403], [-0.616, -1.161, -3.018], [4.759, -0.816, 2.763], [2.996, -2.030, 2.956], [0.294, 1.385, 1.427], [-1.683, -0.700, -4.811], [0.083, 0.419, 1.890], [-4.965, 0.226, -5.318], [-0.062, -1.919, -3.590], [-1.983, 1.466, -2.239], [-2.786, 0.859, -0.344], [0.423, -1.750, -1.277], [-1.014, -0.653, 0.338], [4.227, 1.485, 2.821], [-1.664, 1.061, -3.520], [-4.760, 0.251, -1.869], [-3.737, -1.731, -3.054], [5.096, 0.488, 2.287], [-5.753, 0.169, -1.275], [2.624, 1.767, 1.415], [0.904, -1.537, 2.164], [-1.631, 1.765, -4.358], [-4.244, -2.762, -3.233], [-1.267, 0.275, 2.513], [-2.219, 2.525, -2.051], [-2.062, 0.399, 1.771]]}